Record 1
Entry from OMol25: a molecular structure, C17H20FeO7 (the ωB97M-V functional and the def2-TZVPD basis).

The spin multiplicity is 5. Its expectation value of S² is 6.14. The calculation puts the HOMO energy (spin up / spin down) at -5.779 / -8.788 eV. The charge is 0. The LUMO energy (spin up / spin down) comes out at 0.510 / -2.058 eV.

Geometry as XYZ:
```
45
Properties=species:S:1:pos:R:3:forces:R:3:mulliken_charge:R:1
C 4.2067 -1.0014 2.1145 0.17 -0.20 0.01 -1.302
C 2.8527 -0.3456 2.0489 0.16 0.14 -0.01 -0.058
O 1.9037 -1.3270 1.5833 -0.04 0.54 0.05 -0.303
C 0.6295 -0.8626 1.5558 0.72 1.13 0.40 1.048
C -0.2595 -1.9177 1.0712 -0.40 -0.17 1.53 0.486
C 0.3062 -3.2634 0.9500 -0.11 -1.01 -0.62 -1.642
C -1.6542 -1.8982 1.5407 -0.81 -0.18 0.41 0.468
O -2.3563 -2.8988 1.6052 0.73 0.65 -0.37 -0.654
O -2.0673 -0.7095 2.0194 -0.25 -1.01 -0.41 -0.154
C -3.3851 -0.8131 2.5808 -0.46 0.41 0.21 -0.230
C -3.7802 0.5866 2.9493 -0.15 0.47 0.12 -1.193
O 0.3489 0.2547 1.9539 0.12 -0.98 -0.44 -0.653
H 4.9476 -0.2685 2.4345 0.00 0.03 0.01 0.405
H 4.2173 -1.8217 2.8378 -0.03 0.05 -0.12 0.321
H 4.5173 -1.3847 1.1388 -0.08 0.01 0.10 0.313
H 2.5457 0.0227 3.0381 -0.02 -0.06 -0.36 0.312
H 2.8579 0.4950 1.3402 -0.11 -0.15 0.25 0.209
H -0.5178 -3.9685 0.7746 0.41 0.13 -0.09 0.475
H 1.0668 -3.3377 0.1584 -0.14 -0.01 0.37 0.316
H 0.7656 -3.5355 1.9192 0.02 0.06 -0.43 0.319
H -4.0763 -1.2395 1.8435 0.23 -0.01 0.18 0.325
H -3.3731 -1.4602 3.4693 0.12 0.02 -0.35 0.303
H -4.7700 0.5890 3.4088 0.02 -0.01 0.00 0.421
H -3.0695 1.0192 3.6601 -0.09 -0.05 -0.12 0.291
H -3.8197 1.2273 2.0628 0.04 -0.07 0.12 0.266
O -2.7504 1.2626 -4.0039 1.09 0.21 0.60 -0.357
C -1.6720 1.3674 -3.6085 -4.00 -0.53 -0.84 0.150
Fe 0.0621 1.4396 -3.3493 1.43 0.36 -1.04 0.504
C 0.3646 0.1262 -4.5445 0.41 -3.77 -2.81 0.309
O 0.3796 -0.6241 -5.4255 -0.12 1.42 1.20 -0.327
C 0.1815 2.6160 -4.6492 0.10 2.51 -3.41 0.158
O 0.1214 3.2385 -5.6284 0.21 -0.86 1.75 -0.386
C -0.0040 0.1202 -1.0911 0.07 0.09 -0.44 0.103
C -0.6956 1.3755 -0.6853 -0.68 0.71 0.35 -0.442
C -0.3460 2.4598 -1.6878 -0.14 1.62 2.31 -0.605
C 1.0344 2.6755 -1.9195 -1.58 1.21 -0.25 -1.080
C 1.7898 1.5210 -2.0268 2.18 -1.56 1.48 -0.508
C 1.1799 0.2517 -1.8135 0.72 -0.53 1.05 -1.331
H -0.5201 -0.8272 -0.9447 0.40 0.06 -0.15 0.598
H -1.7992 1.2683 -0.6308 0.56 -0.17 -0.05 0.289
H -0.3729 1.7098 0.3276 -0.21 -0.35 -0.39 0.362
H -1.0316 3.2976 -1.7871 0.21 0.02 0.35 0.665
H 1.4473 3.6611 -2.1540 -0.23 -0.44 -0.17 0.436
H 2.8332 1.5460 -2.3213 -0.15 0.06 -0.10 0.602
H 1.7612 -0.6265 -2.1156 -0.38 0.22 0.12 0.770
```
Forces are in eV/Å.

=====

Record 2
Entry from OMol25: 2 unconnected molecules or ions with the total composition CH3IO (the ωB97M-V functional and the def2-TZVPD basis).

The calculation puts the HOMO energy at -9.782 eV. The charge is 0. The LUMO energy comes out at 0.005 eV.

Geometry as XYZ:
```
6
Properties=species:S:1:pos:R:3:forces:R:3:mulliken_charge:R:1
C 0.7507 -0.3350 -0.0023 -1.09 4.80 5.36 -0.542
O -0.1479 1.4246 0.1293 1.93 -3.72 0.85 -0.579
I 2.7993 0.1211 -0.0013 -0.63 -0.30 0.05 0.161
H 0.2841 -0.6102 1.0386 1.13 -0.07 -2.64 0.273
H 0.3947 -0.5688 -0.9240 -1.14 -1.30 -2.19 0.399
H -0.1599 1.4905 -0.8081 -0.21 0.59 -1.42 0.287
```
Forces are in eV/Å.

=====

Record 3
Entry from OMol25: a molecular structure, C18H28N4O7P2PtSeSi2 (the ωB97M-V functional and the def2-TZVPD basis).

The calculation puts the HOMO energy at -0.820 eV. The charge is -2. The LUMO energy comes out at 4.205 eV.

Geometry as XYZ:
```
63
Properties=species:S:1:pos:R:3:forces:R:3:mulliken_charge:R:1
Pt -0.1319 -0.1700 -0.6910 0.63 1.45 0.41 0.856
C -1.6457 -1.8433 3.3420 0.02 0.01 -0.04 -1.261
Si -1.5010 -0.2269 2.3724 0.02 -0.09 -0.05 0.284
C -3.1454 -0.0517 1.4940 0.01 -0.03 0.08 -0.655
C -1.4843 1.2102 3.6177 0.02 0.00 -0.04 -1.153
N -0.1236 -0.2530 1.3249 -0.09 0.36 -0.04 0.387
C 1.1464 -0.4668 1.8493 -0.05 -0.14 -0.09 0.887
C 1.4414 -0.5354 3.2096 0.06 0.07 0.11 -0.559
C 2.7281 -0.7896 3.6843 0.03 -0.02 -0.04 -1.117
C 3.7466 -0.9921 2.7733 -0.01 0.00 0.08 -0.907
C 3.4721 -0.9412 1.4089 0.12 -0.08 -0.05 -0.522
C 2.1942 -0.6786 0.9068 0.08 -0.04 0.21 0.461
N 1.8526 -0.6243 -0.4220 -0.27 -0.26 -0.33 0.587
Si 2.8739 -0.6360 -1.8158 -0.02 -0.02 -0.08 0.038
C 4.7433 -0.4949 -1.4830 -0.03 0.02 -0.01 -1.470
C 2.6063 0.8642 -2.9193 0.07 -0.04 0.04 -0.863
C 2.6999 -2.2501 -2.7611 -0.01 0.00 0.08 -0.871
H -2.5490 -1.8375 3.9589 -0.03 0.01 0.01 0.365
H -0.7912 -2.0569 3.9830 0.03 -0.01 0.00 0.374
H -1.7305 -2.6571 2.6173 -0.02 -0.02 -0.01 0.242
H -3.9039 -0.5157 2.1329 -0.02 0.04 0.02 0.472
H -3.1473 -0.5729 0.5399 -0.02 -0.11 0.01 -0.032
H -3.4277 0.9928 1.3435 -0.01 0.01 -0.03 0.213
H -2.4074 1.1906 4.2054 -0.03 -0.01 0.01 0.351
H -1.4597 2.1578 3.0734 -0.03 0.01 -0.01 0.209
H -0.6416 1.2082 4.3082 0.02 -0.02 0.02 0.375
H 0.6540 -0.3969 3.9348 -0.04 0.04 0.01 0.125
H 2.9098 -0.8366 4.7524 0.01 0.00 0.01 0.359
H 4.7570 -1.2068 3.1058 0.00 0.01 0.01 0.346
H 4.2823 -1.1262 0.7224 -0.04 -0.04 0.00 0.291
H 4.9901 0.3346 -0.8183 0.00 0.05 0.01 0.359
H 5.2011 -0.2931 -2.4568 0.03 -0.01 -0.02 0.337
H 5.1965 -1.4025 -1.0823 0.01 -0.04 -0.02 0.349
H 3.1036 1.7288 -2.4672 -0.01 0.01 -0.01 0.310
H 1.5575 1.0899 -3.0745 -0.09 0.01 0.01 0.190
H 3.0576 0.6756 -3.8983 0.05 0.02 -0.01 0.303
H 3.3651 -2.9920 -2.3058 -0.01 -0.01 0.00 0.352
H 2.9457 -2.1498 -3.8187 0.05 0.02 -0.03 0.271
H 1.6834 -2.6353 -2.7140 -0.02 -0.02 0.03 0.194
O -2.0500 -0.9331 -4.3104 -0.03 -0.11 -0.10 -0.486
P -0.5902 -1.3441 -3.7161 0.17 0.36 -0.10 0.715
O 0.3155 -1.6779 -4.8343 -0.03 -0.01 -0.03 -0.781
O -0.2455 -0.1812 -2.7954 0.07 -0.30 -0.01 -0.657
O -0.8684 -2.6575 -2.8494 -0.13 -0.16 0.16 -0.201
P -2.0310 -2.8622 -1.6906 0.10 -0.56 -0.55 0.353
O -1.1286 -3.3281 -0.4328 0.08 0.12 0.03 -0.424
O -2.9007 -3.9805 -2.1262 0.02 0.09 0.01 -0.846
O -2.5666 -1.5071 -1.3852 -0.39 -0.18 0.32 -0.261
H -2.2036 -1.4674 -5.0978 0.00 0.02 0.04 0.278
H -0.6933 -4.1627 -0.6379 -0.08 0.01 0.02 0.239
Se -3.1883 0.7414 -1.9411 -0.32 0.40 -0.09 0.541
N -1.7935 1.1517 -0.9287 -0.02 -1.07 0.24 -0.380
C -1.9551 2.3702 -0.4307 0.39 0.10 -0.02 0.671
C -1.0186 3.0316 0.4243 -0.17 -0.09 -0.13 -0.634
C -1.3197 4.2841 0.8550 -0.11 0.05 -0.02 -0.628
C -2.5363 4.9405 0.4667 0.10 -0.06 0.01 -0.464
C -3.4334 4.3419 -0.3596 0.08 -0.20 -0.02 -0.759
C -3.1569 3.0215 -0.8422 -0.21 0.16 -0.07 0.616
N -3.9304 2.3238 -1.6707 0.07 0.24 -0.01 -0.960
H -0.1147 2.4986 0.6926 0.01 0.03 0.04 0.424
H -0.6340 4.8092 1.5092 0.01 -0.02 0.00 0.389
H -2.7275 5.9390 0.8426 -0.01 0.00 -0.01 0.342
H -4.3477 4.8283 -0.6743 -0.01 0.02 0.02 0.439
```
Forces are in eV/Å.

=====

- The lowest charge belongs to which entry?
  C18H28N4O7P2PtSeSi2